This record from OMol25 describes the molecule C5H8O. The level of theory is ωB97M-V/def2-TZVPD.

The largest force on an atom comes out at 0.26 eV/Å. The calculation puts the HOMO-LUMO gap at 8.39 eV. The calculation puts the energy above the lowest of the compared OMol25 structures with the same formula, charge and spin at 4.455 eV. The spin multiplicity is 1. For the total energy, the calculation gives -270.3942 hartree. As for the total charge: 0.

Each line ends with the Mulliken charge.
Positions of all 14 atoms, in Å:
C  1.330  0.006  1.380  -1.32
C  0.324  -0.076  0.277  0.37
C  0.226  -0.993  -0.692  -0.12
C  -0.809  -0.817  -1.698  -0.68
O  -1.618  0.525  -0.925  -0.32
C  -0.731  0.987  0.126  -0.37
H  1.938  0.918  1.304  0.30
H  2.008  -0.852  1.350  0.32
H  0.844  0.023  2.364  0.31
H  0.902  -1.843  -0.775  0.40
H  -1.589  -1.585  -1.694  0.13
H  -1.168  0.606  -1.873  0.48
H  -1.339  1.137  1.027  0.27
H  -0.320  1.964  -0.172  0.24